Entry 1:
78
Properties=species:S:1:pos:R:3:lowdin_charge:R:1 method="wB97M-V/def2-TZVPD" homo_lumo_gap_ha=0.1768 relative_energy_kcal_mol=5.8 charge=-2
Ti -0.0596 -0.2552 -1.1958 0.06
S 0.1926 -2.5506 -1.6288 0.53
C -0.3778 -2.8728 0.0591 -0.81
N -1.0841 -3.9318 0.3663 -0.01
N -1.2512 -4.8462 -0.6686 -0.06
C -1.4989 -6.1427 -0.4263 -0.27
C -1.7099 -7.0445 -1.4965 -0.06
C -1.9742 -8.3769 -1.2567 -0.15
C -2.0492 -8.8808 0.0412 -0.17
C -1.8439 -7.9966 1.0976 -0.14
C -1.5721 -6.6571 0.8885 -0.05
N -0.1452 -1.9559 1.0143 -0.09
N 0.5201 -0.8304 0.5708 -0.29
C 1.4175 -0.3284 1.5186 -0.26
C 1.6836 -1.0344 2.7060 -0.04
C 2.5860 -0.5469 3.6367 -0.12
C 3.2663 0.6481 3.4263 -0.14
C 3.0097 1.3488 2.2533 -0.11
C 2.1015 0.8760 1.3227 -0.05
H -1.1254 -4.5194 -1.6182 0.06
H -1.6607 -6.6685 -2.5127 0.10
H -2.1283 -9.0406 -2.1016 0.08
H -2.2600 -9.9277 0.2210 0.07
H -1.8948 -8.3644 2.1177 0.08
H -1.4098 -5.9740 1.7092 0.08
H 1.1622 -1.9662 2.8653 0.09
H 2.7665 -1.1159 4.5429 0.09
H 3.9753 1.0220 4.1553 0.08
H 3.5206 2.2845 2.0521 0.10
H 1.9156 1.4515 0.4301 0.07
C -0.6189 4.0064 -1.8489 -0.07
C 0.4530 4.0209 -0.7552 -0.36
C -0.0141 3.3381 0.5328 -0.06
C 1.7774 3.5122 -1.2919 -0.14
C 2.8354 4.4089 -1.3815 -0.06
C 4.0566 4.0513 -1.9287 -0.12
C 4.2075 2.7617 -2.4114 -0.06
C 3.1836 1.8251 -2.3439 -0.13
C 3.4428 0.4414 -2.8894 -0.37
C 3.5150 -0.6103 -1.7856 -0.06
C 2.4762 0.0416 -4.0100 -0.06
C 1.9568 2.1899 -1.7560 -0.27
O 0.9745 1.3005 -1.6203 -0.30
H -1.5465 4.4560 -1.4817 0.07
H -0.8412 2.9940 -2.1912 0.02
H -0.2804 4.5873 -2.7106 0.08
H 0.6328 5.0725 -0.4995 0.12
H -0.2405 2.2831 0.3705 0.05
H -0.9175 3.8237 0.9116 0.08
H 0.7541 3.3978 1.3061 0.08
H 2.6867 5.4201 -1.0154 0.10
H 4.8704 4.7641 -1.9845 0.08
H 5.1521 2.4626 -2.8552 0.10
H 4.4412 0.4904 -3.3407 0.12
H 2.5891 -0.6636 -1.2113 0.03
H 4.3217 -0.3840 -1.0852 0.08
H 3.6844 -1.5997 -2.2156 0.08
H 1.4705 -0.1608 -3.6446 0.02
H 2.8372 -0.8602 -4.5112 0.08
H 2.3954 0.8400 -4.7509 0.08
C -2.3351 0.4290 2.0911 -0.39
Te -2.5457 -0.1217 -0.0132 1.17
C -3.2745 1.9008 -0.1381 -0.42
C -3.7251 2.3097 1.2363 -0.28
C -4.5997 3.3749 1.4367 -0.06
C -5.0318 3.7157 2.7098 -0.12
C -4.5953 2.9776 3.8035 -0.12
C -3.7253 1.9139 3.6142 -0.05
C -3.2727 1.5726 2.3409 -0.28
H -1.2906 0.7217 2.2224 0.05
H -2.5255 -0.4258 2.7380 0.06
H -4.0838 1.9201 -0.8656 0.05
H -2.4721 2.5212 -0.5231 0.01
H -4.9509 3.9358 0.5771 0.11
H -5.7141 4.5466 2.8469 0.09
H -4.9361 3.2300 4.8011 0.09
H -3.3853 1.3353 4.4657 0.11
Te -1.8638 0.1284 -3.0343 0.08

***

Entry 2:
51
Properties=species:S:1:pos:R:3:lowdin_charge:R:1 method="wB97M-V/def2-TZVPD" smiles="CCCNC(=O)CCn1cc(-c2ccc(OC)cc2)nc1-c1ccncc1" homo_lumo_gap_ha=0.2896 relative_energy_kcal_mol=36.4 charge=0
C 2.6681 -5.3174 2.4467 -0.11
C 2.0494 -4.1417 3.1950 -0.24
C 1.9116 -2.8929 2.3214 -0.20
N 0.9761 -3.0727 1.2331 0.05
C -0.2786 -2.5669 1.2670 -0.52
O -0.6932 -1.8750 2.1684 0.08
C -1.1152 -2.9121 0.0373 -0.07
C -0.6007 -2.1895 -1.2176 -0.13
N -0.6613 -0.7594 -1.0814 -0.01
C 0.2704 -0.0200 -0.4141 0.01
C -0.0799 1.3027 -0.5689 -0.22
C 0.5672 2.4960 -0.0555 -0.18
C 0.0568 3.7502 -0.3763 -0.02
C 0.6491 4.9075 0.0923 -0.02
C 1.7777 4.8301 0.9013 -0.28
O 2.4475 5.9003 1.4189 -0.09
C 1.9669 7.1911 1.1378 -0.10
C 2.2934 3.5749 1.2300 0.00
C 1.6975 2.4266 0.7602 -0.02
N -1.2009 1.3684 -1.3380 0.18
C -1.5449 0.1351 -1.6262 -0.25
C -2.6980 -0.1685 -2.4553 -0.13
C -3.0569 0.7533 -3.4437 0.00
C -4.1558 0.4890 -4.2386 -0.14
N -4.8994 -0.6006 -4.1210 0.05
C -4.5774 -1.4614 -3.1721 -0.15
C -3.5026 -1.2995 -2.3129 -0.02
H 2.8175 -6.1558 3.1223 0.07
H 2.0233 -5.6532 1.6371 0.06
H 3.6341 -5.0398 2.0293 0.07
H 1.0628 -4.4185 3.5707 0.11
H 2.6756 -3.8878 4.0514 0.11
H 1.5280 -2.0643 2.9210 0.12
H 2.8870 -2.6174 1.9069 0.12
H 1.2305 -3.7297 0.5135 0.13
H -1.0973 -3.9896 -0.1367 0.12
H -2.1394 -2.6037 0.2515 0.11
H -1.1915 -2.4846 -2.0890 0.12
H 0.4431 -2.4691 -1.4020 0.13
H 1.0901 -0.4829 0.0944 0.12
H -0.8204 3.8018 -1.0018 0.11
H 0.2228 5.8611 -0.1779 0.10
H 0.9497 7.3337 1.5173 0.10
H 2.6408 7.8754 1.6514 0.09
H 1.9866 7.4037 0.0637 0.09
H 3.1667 3.5320 1.8620 0.12
H 2.1082 1.4665 1.0325 0.11
H -2.4722 1.6503 -3.5641 0.11
H -4.4608 1.1780 -5.0154 0.10
H -5.2198 -2.3294 -3.0926 0.10
H -3.3321 -2.0241 -1.5334 0.09

***

Entry 3:
47
Properties=species:S:1:pos:R:3:lowdin_charge:R:1 method="wB97M-V/def2-TZVPD" homo_lumo_gap_ha=0.2560 relative_energy_kcal_mol=129.1 charge=-1
C -5.2075 1.7202 1.0201 -0.08
O -4.6008 0.6348 1.7463 -0.10
C -3.2899 0.3840 1.4814 -0.27
C -2.5217 1.1520 0.5686 0.00
C -1.1798 0.8654 0.3903 -0.04
C -0.5861 -0.2337 1.0039 -0.21
C 0.8243 -0.5995 0.6892 -0.11
C 1.8323 0.1824 1.2502 -0.37
S 3.5357 -0.2887 1.2666 0.65
O 3.9925 -0.4223 2.6301 -0.32
O 3.6974 -1.3704 0.3214 -0.31
C 4.2459 1.1996 0.5372 -0.25
C 4.2505 2.3874 1.4791 -0.25
C 3.1114 2.4307 2.4790 -0.25
S 1.5516 1.8410 1.7980 0.67
O 1.3199 2.6074 0.5877 -0.32
O 0.5998 1.8565 2.8921 -0.32
C -1.3464 -1.0067 1.8953 -0.02
C -2.6634 -0.6851 2.1728 0.00
H -6.2372 1.7540 1.3684 0.08
H -4.7076 2.6741 1.2343 0.09
H -5.1828 1.5378 -0.0624 0.09
H -2.9799 1.9584 -0.0077 0.10
H -0.6068 1.5128 -0.2726 0.11
H 1.0771 -1.6528 0.5933 0.13
H 5.2621 0.8709 0.2903 0.10
H 3.7030 1.3944 -0.3964 0.12
H 5.1961 2.3881 2.0297 0.11
H 4.2309 3.3064 0.8849 0.11
H 3.3185 1.8644 3.3931 0.10
H 2.8647 3.4675 2.7402 0.11
H -0.8520 -1.8378 2.4009 0.12
H -3.2523 -1.2747 2.8758 0.11
O -0.4048 -5.1724 -2.2105 0.04
N -1.0581 -4.4819 -3.0214 -0.32
O -1.9189 -4.9659 -3.7892 0.02
C -0.8081 -3.0627 -3.0737 -0.18
C -1.4527 -2.3052 -4.0658 -0.05
C -1.1975 -0.9287 -4.1250 -0.10
C -0.3870 -0.3034 -3.1834 -0.01
C 0.2576 -1.0537 -2.1363 -0.38
O 0.9640 -0.4407 -1.2520 -0.09
C 0.0537 -2.4654 -2.1477 0.07
H -2.1348 -2.7973 -4.7613 0.10
H -1.6625 -0.3186 -4.8965 0.09
H -0.2271 0.7709 -3.1793 0.11
H 0.5767 -3.0939 -1.4387 0.11

***

Entry 4:
12
Properties=species:S:1:pos:R:3:lowdin_charge:R:1 method="wB97M-V/def2-TZVPD" homo_lumo_gap_ha=0.3203 relative_energy_kcal_mol=252.9 charge=0
C -0.3466 -0.7677 0.0927 -0.14
C 0.0124 0.7860 -0.0316 -0.31
C 1.5754 0.7231 0.0064 -0.04
C 2.7773 -0.0147 -0.0418 0.05
H -1.5792 -1.5571 -1.5846 0.28
H 0.4927 -1.2671 -0.1558 0.04
H -0.4565 -1.0162 1.1378 0.12
H -2.1348 1.0052 -0.3585 0.27
H 3.8151 -0.6196 0.3697 0.10
N -0.5093 1.8243 0.4326 -0.04
O -1.7767 -0.9493 -0.4541 -0.22
O -1.8699 1.8531 0.5872 -0.10

***

Entry 5:
66
Properties=species:S:1:pos:R:3:lowdin_charge:R:1 method="wB97M-V/def2-TZVPD" s2=0.75 homo_lumo_gap_ha="0.3419 / 0.1817" spin_multiplicity=2 relative_energy_kcal_mol=3.6 charge=+1
C -1.0383 -11.8388 1.9107 0.03
C -2.5172 -11.4817 1.5598 -0.44
C -3.1651 -12.4061 0.4669 -0.11
C -3.3546 -13.8080 1.0174 -0.13
C -4.3440 -13.6468 2.2317 -0.10
C -3.9292 -12.6434 3.3263 -0.51
N -3.3852 -11.4599 2.7322 0.10
O -3.0328 -10.4433 3.7164 0.11
C -5.1937 -12.1877 4.0313 -0.01
C -3.0177 -13.2841 4.3376 0.02
C -2.4662 -10.0490 1.1042 -0.05
H -0.8145 -11.3700 2.8690 0.09
H -0.2524 -11.4774 1.2475 0.11
H -0.8967 -12.9065 2.0779 0.08
H -4.1410 -12.0046 0.1938 0.13
H -2.5855 -12.4074 -0.4562 0.14
H -2.4062 -14.2458 1.3286 0.11
H -3.8675 -14.2996 0.1907 0.13
H -4.5199 -14.5968 2.7364 0.13
H -5.3488 -13.5047 1.8336 0.13
H -5.9166 -11.6506 3.4174 0.10
H -5.6840 -13.1272 4.2863 0.10
H -5.1161 -11.6638 4.9840 0.10
H -2.5139 -12.5622 4.9804 0.10
H -3.5533 -13.9913 4.9709 0.09
H -2.4036 -13.9959 3.7860 0.09
H -3.3731 -9.5125 0.8252 0.10
H -1.8988 -9.8945 0.1865 0.11
H -1.9709 -9.3294 1.7560 0.10
H -3.5100 -9.7596 3.2403 0.12
C -2.8722 -17.0656 5.3800 -0.06
C -1.9796 -17.5601 6.4859 -0.53
C -1.5630 -16.5622 7.5648 -0.03
O -2.5078 -18.6932 7.0786 -0.02
H -2.2006 -16.3322 4.9336 0.06
H -3.7141 -16.4761 5.7431 0.07
H -3.0843 -17.5925 4.4497 0.09
H -1.0717 -17.8316 5.9472 0.13
H -2.4159 -16.2993 8.1905 0.05
H -0.9322 -15.7667 7.1682 0.08
H -0.8998 -17.0265 8.2946 0.09
H -3.1410 -19.0636 6.4594 0.09
C -1.3435 -10.9421 7.7831 -0.09
C -0.7764 -11.1322 9.1377 -0.46
C -1.3936 -12.4653 9.7361 -0.05
O 0.6384 -11.3473 9.0882 -0.04
H -0.9758 -10.0323 7.3086 0.08
H -2.4309 -10.9025 7.7189 0.07
H -1.1320 -11.7302 7.0604 0.07
H -1.1010 -10.2582 9.7025 0.14
H -1.1732 -12.6867 10.7803 0.08
H -1.2828 -13.3754 9.1465 0.07
H -2.4672 -12.2806 9.6984 0.05
H 0.9475 -11.1063 9.9645 0.09
C -5.5398 -13.0797 8.3145 -0.07
C -5.4007 -14.5797 8.0406 -0.43
C -4.7544 -15.3963 9.2734 -0.03
O -6.7663 -14.9339 7.7347 -0.07
H -6.2581 -12.6113 7.6417 0.08
H -4.5341 -12.6649 8.3823 0.06
H -6.0192 -12.9304 9.2820 0.08
H -4.7326 -14.7405 7.1945 0.10
H -3.8059 -15.0638 9.6951 0.07
H -4.7355 -16.4760 9.1249 0.07
H -5.5648 -15.3579 10.0014 0.07
H -7.2317 -15.1180 8.5539 0.09

***

Entry 6:
20
Properties=species:S:1:pos:R:3:lowdin_charge:R:1 method="wB97M-V/def2-TZVPD" homo_lumo_gap_ha=0.2569 relative_energy_kcal_mol=23.6 charge=+1
C -2.3422 -1.0503 1.1936 -0.02
C -1.2115 -1.8893 1.2574 -0.01
C -2.4362 0.1225 0.4307 -0.01
C -0.0006 -1.7486 0.5735 0.01
C -1.4591 0.7442 -0.3718 0.06
C 0.3770 -0.7916 -0.3830 0.04
C -0.1944 0.3524 -0.8830 -0.36
C 2.4037 1.5359 0.2050 -0.25
C 3.3274 1.0535 -0.5499 0.05
O 1.6180 1.9267 1.0166 0.15
O 0.4400 1.0241 -1.7798 0.13
H -3.2799 -1.1436 1.8365 0.15
H -1.2194 -2.7579 2.1076 0.18
H -3.4466 0.6838 0.5612 0.16
H 0.7949 -2.4817 0.7301 0.13
H -1.7740 1.7271 -0.8207 0.15
H 1.3343 -0.9944 -0.9569 0.16
H -0.2427 1.7194 -2.1370 0.21
H 4.2329 1.4799 -0.6827 0.05
H 3.0787 0.4879 -1.3474 0.03

***

Entry 7:
58
Properties=species:S:1:pos:R:3:lowdin_charge:R:1 method="wB97M-V/def2-TZVPD" s2=0.76 homo_lumo_gap_ha="0.3778 / 0.2213" spin_multiplicity=2 charge=+2
C 1.1191 2.1667 1.3072 0.04
C -0.1606 1.5685 1.0343 -0.14
C -1.3581 1.4059 1.7690 0.08
N -2.2679 0.9795 0.8729 0.10
C -1.7815 0.8694 -0.3882 0.08
N -0.5090 1.2176 -0.2631 0.17
H 2.0226 1.5642 1.0019 0.12
H 1.3185 2.3518 2.3691 0.12
H 1.2706 3.1319 0.7317 0.14
H -1.7273 1.6094 2.7593 0.17
H -3.1971 0.6657 1.2115 -0.04
H -2.3409 0.6215 -1.2808 0.14
H 0.1089 0.9424 -1.0403 0.14
H -0.4837 -0.5775 2.4369 0.04
H -1.5140 -1.5255 2.9983 0.08
O -1.4308 -0.5918 2.7248 -0.07
H 0.2234 -3.3816 -2.4610 0.10
H 0.1821 -2.7960 -0.8815 0.04
O 0.6144 -2.8361 -1.7704 -0.04
H 1.3172 -0.6723 1.8148 0.05
H 1.0040 -1.1846 0.2890 0.03
O 0.6659 -1.0041 1.1793 -0.06
H -3.1551 0.1003 2.5734 0.12
H -4.5338 0.6423 2.1753 0.15
O -3.6143 0.9207 2.2550 0.07
H 3.4952 -0.6367 0.9291 0.07
H 3.5658 -1.0084 2.3758 0.06
O 3.3191 -0.2387 1.8424 -0.08
H 0.0801 4.5917 -1.7501 0.07
H 1.1252 5.5514 -2.2287 0.09
O 1.0356 4.7281 -1.7183 -0.04
H 4.0754 0.5163 -3.3905 0.07
H 2.9261 1.2748 -2.5995 0.02
O 3.4025 0.3923 -2.7158 -0.08
H 1.2782 0.1094 4.8505 0.03
H 1.5760 -1.3874 5.0882 0.06
O 1.9048 -0.5907 4.6485 -0.04
H -0.9051 -0.1604 -3.1940 0.03
H -2.1045 -0.5276 -4.2001 0.08
O -1.8744 0.0025 -3.4279 -0.08
H 2.8379 -0.7062 -1.4517 0.01
H 2.6480 -2.2480 -1.1554 0.08
O 2.5020 -1.3564 -0.8084 -0.07
H -1.6994 -3.6804 1.7653 0.02
H -3.1011 -3.2116 2.1165 0.04
O -2.2932 -3.5419 2.5240 -0.05
H 0.2806 -1.3214 -1.9518 0.03
H 1.1403 -0.1938 -2.6587 0.08
O 0.3186 -0.3340 -2.1617 -0.09
H -0.7383 -2.1210 0.7221 0.02
H -1.8752 -2.1750 -0.3735 0.03
O -1.2315 -2.7354 0.1357 -0.07
H 1.8602 3.4003 -2.3587 0.00
H 2.1246 3.0691 -3.8809 0.08
O 2.2296 2.7377 -2.9821 -0.06
H -2.8166 -0.9107 -2.2267 0.01
H -3.8687 -1.9191 -1.6720 0.09
O -2.9905 -1.5571 -1.5103 -0.05

***

Entry 8:
15
Properties=species:S:1:pos:R:3:lowdin_charge:R:1 method="wB97M-V/def2-TZVPD" homo_lumo_gap_ha=0.3886 relative_energy_kcal_mol=48.3 charge=0
C 0.4258 0.2869 -1.6153 0.01
C 0.1212 -0.5437 -0.3771 -0.51
O -0.0495 -1.8834 -0.6911 0.02
C 0.8307 -0.1249 0.9537 0.03
C -0.4664 1.0396 1.2088 0.04
C -1.0305 -0.0923 0.4922 -0.47
O -1.8549 -0.8929 0.8989 0.07
H 1.1477 -0.2200 -2.2643 0.09
H -0.4997 0.4214 -2.1855 0.09
H 0.8157 1.2755 -1.3587 0.08
H -0.9086 -2.1001 -0.2665 0.10
H 0.9730 -1.0098 1.5883 0.13
H 1.7062 0.4985 0.8849 0.10
H -1.1189 1.4135 2.0185 0.12
H -0.0538 1.8948 0.6739 0.10

***

Copy entry 4 word for word.
12
Properties=species:S:1:pos:R:3:lowdin_charge:R:1 method="wB97M-V/def2-TZVPD" homo_lumo_gap_ha=0.3203 relative_energy_kcal_mol=252.9 charge=0
C -0.3466 -0.7677 0.0927 -0.14
C 0.0124 0.7860 -0.0316 -0.31
C 1.5754 0.7231 0.0064 -0.04
C 2.7773 -0.0147 -0.0418 0.05
H -1.5792 -1.5571 -1.5846 0.28
H 0.4927 -1.2671 -0.1558 0.04
H -0.4565 -1.0162 1.1378 0.12
H -2.1348 1.0052 -0.3585 0.27
H 3.8151 -0.6196 0.3697 0.10
N -0.5093 1.8243 0.4326 -0.04
O -1.7767 -0.9493 -0.4541 -0.22
O -1.8699 1.8531 0.5872 -0.10